# C19H29N3O3

A single C19H29N3O3 molecule (the ωB97M-V functional and the def2-TZVPD basis, the Open Molecules 2025 dataset).

```
! RIJCOSX wB97M-V def2-TZVPD def2/J DEFGRID3
* xyz 0 1
H 6.2289 -2.3856 3.4818
H -0.4652 -3.0132 -2.5866
H -2.5085 -2.2907 -1.2878
C -0.4002 -2.2522 -1.8080
H -0.1303 -2.7528 -0.8757
H -4.1250 0.7158 -0.7184
C 4.9804 -1.7387 1.1681
H 6.0468 -3.8571 2.4845
H 5.6310 -0.6514 -0.5422
H -4.0824 1.0839 1.7429
H 0.4019 -0.9968 0.6626
H -2.1581 -0.1164 2.5688
H -2.9231 5.3515 -0.9651
C -4.1426 1.8010 -0.6114
H -2.0924 -1.1491 -2.5917
H -3.0237 2.0915 -2.4336
H -1.0343 0.8864 -2.0336
C 0.6695 -1.2228 -2.1698
H -0.7728 1.3505 -0.3512
C 6.5403 -2.8816 2.5559
O 6.2802 -2.0853 1.4290
H 3.9939 -2.7371 2.8043
C 0.6821 -0.0664 -1.1516
O -3.9136 3.8610 -1.8767
C 2.3956 -0.9122 0.4391
H -4.7959 2.2230 -2.6351
H 1.6522 -1.6977 -2.1913
H 3.3900 0.0844 -1.1921
C 4.7736 -0.9425 0.0438
H -3.9985 4.0393 0.8248
H 7.6196 -3.0268 2.5729
H 1.7664 -2.0183 2.1604
N -1.6649 -0.5150 -0.6554
C -0.7368 0.5158 -1.0460
H -2.8749 2.2230 2.3566
C -2.0439 0.3920 1.6094
C -2.2899 -0.6562 0.5380
H 1.3554 0.7231 -1.5025
H -2.2235 3.9653 1.0208
O -3.0381 -1.5954 0.7516
C 3.5074 -0.5346 -0.3168
C -3.9564 2.4574 -1.9786
H 0.4670 -0.8150 -3.1625
N -3.0633 2.2109 0.2725
H -5.1252 2.1000 -0.2043
C -2.8822 4.2618 -1.0075
C -3.0587 3.6592 0.3871
C -1.7615 -1.5768 -1.6383
H -1.0409 0.8099 1.5544
C 2.6122 -1.7118 1.5602
N 1.1100 -0.4703 0.1677
C 3.8814 -2.1194 1.9272
C -3.0916 1.5156 1.5512
H -1.9084 3.9467 -1.4138
*
```

The energy relative to the best compared isomer or geometry (same formula, charge and spin) comes out at 3.263 eV. Its HOMO-LUMO gap is 8.1 eV. The value obtained for the total energy is -30786.313 eV. The value obtained for the HOMO energy is -7.419 eV. As for the SMILES: COc1ccc(N[C@H]2CCCN(C(=O)CCN3CCOCC3)C2)cc1.